P.
21
Properties=species:S:1:pos:R:3 method="wB97M-V/def2-TZVPD" homo_lumo_gap_ev=9.842 total_charge=0 lumo_ev=0.8
C 1.53 0.50 0.29
C 0.12 0.34 -0.03
C 0.06 0.98 -1.47
C -0.43 -1.24 -0.48
H 1.86 -0.04 2.33
H 2.57 -1.45 1.66
H 2.12 0.08 -0.45
H 2.02 1.37 0.96
H -1.13 -0.03 1.22
H 0.27 -0.06 -2.24
H 0.95 1.85 -1.67
H -1.73 1.76 -0.58
H -1.52 1.71 -2.36
H 0.54 -1.97 -0.49
H -1.11 -1.34 -1.40
H -0.08 -1.85 1.22
H -1.45 -2.50 0.49
N 1.64 -0.71 1.34
N -1.43 1.19 -1.56
N -0.88 -1.69 0.83
O -0.78 0.94 0.90

Q.
21
Properties=species:S:1:pos:R:3 method="wB97M-V/def2-TZVPD" homo_lumo_gap_ev=4.569 total_charge=0 lumo_ev=-2.5
C -2.01 -0.16 0.41
C -0.96 -0.59 -0.64
C 0.38 -0.02 -0.07
C 1.07 -0.87 0.76
N 2.35 -0.55 1.24
N 0.63 1.24 -0.49
N -2.17 1.33 0.37
H -1.90 -0.29 1.51
H -3.07 -0.56 0.03
H -0.86 -1.70 -0.90
H -1.24 0.02 -1.50
H 0.62 -1.84 0.96
H 2.86 -1.42 1.38
H 2.38 -0.02 2.10
H -1.21 1.58 0.02
H 1.30 1.70 0.13
H -2.73 1.46 -0.47
H -3.87 -0.98 0.29
H 2.16 0.96 -1.65
H 3.22 -0.08 -1.48
O 3.05 0.78 -2.01

R.
21
Properties=species:S:1:pos:R:3 method="wB97M-V/def2-TZVPD" homo_lumo_gap_ev=7.368 total_charge=0 lumo_ev=-0.3
C -0.63 1.43 -0.96
C -0.78 1.40 -2.34
N 0.42 0.88 -3.07
N -1.48 1.28 0.01
H 0.40 1.62 -0.61
H -1.51 1.81 -3.02
H 0.87 1.61 -3.63
H 1.10 0.48 -2.42
H 0.12 0.17 -3.72
H -2.47 1.45 -0.13
H -0.99 0.93 1.17
C -0.12 -0.58 2.38
O -0.46 0.74 2.17
C 0.82 -1.16 1.31
N 1.05 -2.61 1.45
H 0.36 -0.77 3.35
H -1.01 -1.24 2.38
H 0.40 -0.99 0.31
H 1.77 -0.64 1.38
H 1.87 -2.80 2.01
H 0.27 -3.02 1.95

R is favored, and the nearest alternative lies 302.1 kJ/mol above it.